Entry 1:
Below is C48H38ClNO6P2RhS as an isolated structure at a distorted geometry, with properties calculated with the ωB97M-V functional and the def2-TZVPD basis.

Structure (ORCA input):
```
! wB97M-V def2-TZVPD RIJCOSX def2/J DEFGRID3
* xyz 1 1
Rh -0.394 -0.043 0.298
Cl 2.815 1.507 -2.893
S -1.660 2.361 -0.154
P 0.067 0.273 2.624
P -1.184 -1.886 -1.003
O 1.673 -0.523 -0.776
O -0.884 3.153 0.746
O -0.340 1.626 -3.516
O -2.486 1.340 0.488
O 1.571 1.381 0.283
O -1.179 -2.254 1.896
N -0.769 1.563 -1.270
C -2.060 4.032 -3.623
C 0.266 2.982 3.228
C -2.242 -4.437 3.557
C -1.261 -5.564 3.927
C -0.638 -0.748 5.142
C 1.926 -3.652 -2.896
C -2.368 3.133 4.109
C -3.250 4.561 -1.129
C -2.958 -5.405 1.334
C -2.652 -1.146 -1.763
C -0.529 1.839 3.272
C 2.583 -0.780 2.286
C -1.859 1.925 3.682
C 2.121 0.615 -0.527
C 3.779 0.631 4.342
C 3.936 -0.927 2.527
C -1.827 3.213 -2.531
C -2.500 -4.334 -0.757
C -4.834 0.224 -2.783
C -0.248 4.184 3.672
C -0.876 2.036 -2.512
C 3.376 1.066 -1.267
C 1.112 -3.046 -1.959
C 1.416 -3.991 -4.139
C 4.537 -0.215 3.553
C -0.207 -2.731 -2.278
C -4.940 -0.439 -1.569
C -1.810 -3.318 1.319
C -3.463 5.406 -2.214
C -3.044 -5.385 -0.044
C -1.656 -2.892 5.469
C -2.444 3.461 -1.316
C -1.703 -3.128 4.100
C 2.429 0.805 4.093
C -3.850 -1.109 -1.049
C -3.624 -4.727 4.164
C -2.883 5.137 -3.447
C -1.563 4.263 4.106
C 0.086 -3.739 -4.433
C -3.643 0.194 -3.491
C -1.884 -3.295 -0.075
C -0.728 -3.098 -3.516
C -2.350 -4.378 2.046
C -1.197 -2.139 3.259
C -2.548 -0.483 -2.987
C 1.830 0.110 3.047
C -0.666 -0.954 3.770
C -1.141 -1.718 5.987
H 5.595 -0.326 3.738
H -1.758 -2.892 -3.770
H 0.367 5.069 3.665
H -3.534 -6.192 -0.563
H 1.266 2.926 2.827
H -3.049 5.812 -4.274
H -1.591 3.827 -4.574
H -3.684 4.757 -0.162
H -3.391 3.195 4.450
H -1.151 -5.632 5.006
H -4.065 6.293 -2.085
H -5.870 -0.427 -1.022
H -4.329 -3.942 3.904
H 1.498 -2.783 -0.986
H -0.230 0.166 5.542
H -2.488 1.043 3.656
H -0.320 -4.033 -5.390
H 4.240 1.166 5.158
H -4.015 -5.672 3.802
H -3.559 0.709 -4.437
H -3.375 -6.246 1.866
H 4.077 0.237 -1.356
H 2.961 -3.848 -2.660
H -1.126 -1.566 7.054
H -1.623 -6.518 3.553
H 4.520 -1.592 1.912
H -1.968 5.209 4.431
H -2.026 -3.643 6.148
H 2.100 -1.336 1.491
H -3.925 -1.604 -0.090
H -2.558 -4.319 -1.834
H 2.055 -4.450 -4.878
H 1.851 1.481 4.705
H -1.613 -0.486 -3.528
H 3.827 1.937 -0.797
H -3.567 -4.792 5.246
H -5.679 0.773 -3.171
H -0.282 -5.376 3.492
*
```

F_max = 0.0690 Eh/bohr
electronic energy = -109105.2340 eV
HOMO energy (alpha / beta) = -0.4099 / -0.4096 hartree
Kohn-Sham gap (alpha / beta) = 6.16 / 6.40 eV

Entry 2:
Below is C48H38CsIN6O2P as an isolated structure at a distorted geometry, with properties calculated with the ωB97M-V functional and the def2-TZVPD basis.

Structure (ORCA input):
```
! wB97M-V def2-TZVPD RIJCOSX def2/J DEFGRID3
* xyz -1 1
Cs -0.171 1.704 -1.013
I -1.413 -1.462 -2.068
P -0.759 -1.912 1.107
O 0.778 -0.236 -2.961
O -1.205 6.357 -0.449
N 2.849 0.432 -2.076
N -3.037 1.795 0.140
N 2.409 0.446 -0.786
N 1.625 0.968 1.750
N -1.425 4.062 -0.614
N 1.296 4.058 -1.475
C -2.682 4.257 0.069
C -4.309 -3.918 0.161
C -3.145 -3.129 -0.073
C 0.574 5.179 -1.446
C -3.437 3.016 0.488
C -4.319 -4.886 1.194
C 2.868 0.516 1.526
C -0.834 -1.755 2.948
C -2.075 -3.221 0.884
C 2.518 4.092 -2.006
C -3.145 -2.329 -1.264
C 1.992 -4.555 -0.420
C 2.505 0.473 -4.405
C -4.593 3.201 1.261
C 3.079 5.240 -2.538
C 1.611 0.603 -5.463
C 1.956 0.189 -3.025
C 3.310 0.339 0.122
C 3.723 0.196 2.588
C 0.799 -3.916 -0.119
C -2.126 -4.207 1.837
C -4.913 0.842 1.291
C -3.761 0.748 0.536
C -5.336 2.114 1.662
C -3.227 -5.069 1.983
C -5.465 -2.894 -1.691
C 3.263 0.307 3.889
C 3.868 0.610 -4.654
C -0.804 5.216 -0.774
C -1.875 -0.500 4.740
C -1.706 -0.760 3.389
C 3.165 -4.187 0.222
C 1.971 0.753 4.110
C 2.067 0.882 -6.743
C 4.326 0.874 -5.935
C 1.947 -2.526 1.458
C -5.462 -3.763 -0.645
C 2.321 6.402 -2.534
C 1.057 6.374 -1.980
C 4.756 0.036 -0.159
C -0.269 -2.203 5.255
C -0.117 -2.473 3.903
C 3.426 1.016 -6.984
C 0.759 -2.895 0.827
C 1.205 1.082 2.998
C -1.150 -1.219 5.678
C -4.283 -2.206 -2.019
C 3.137 -3.169 1.165
H 0.194 1.455 3.124
H 3.062 3.152 -2.008
H -5.211 -5.486 1.329
H -3.387 -0.222 0.227
H -3.379 4.858 -0.540
H -1.310 -4.301 2.541
H 4.557 0.509 -3.828
H -0.108 -4.212 -0.631
H 4.947 0.204 -1.215
H 0.424 7.248 -1.917
H -6.349 -2.765 -2.303
H 4.079 5.215 -2.953
H -3.217 -5.829 2.754
H -4.886 4.208 1.533
H 0.556 0.476 -5.260
H 4.983 -1.010 0.067
H 3.907 0.044 4.719
H 0.305 -2.766 5.981
H 5.389 0.971 -6.118
H 2.718 7.319 -2.954
H 3.785 1.229 -7.983
H 1.562 0.848 5.106
H 5.423 0.661 0.436
H -4.259 -1.593 -2.909
H -2.561 0.277 5.056
H -2.250 -0.170 2.659
H 1.946 -1.719 2.180
H -5.454 -0.050 1.577
H -2.547 4.873 0.972
H -1.266 -1.010 6.734
H 2.004 -5.339 -1.166
H 4.723 -0.159 2.393
H -6.337 -4.357 -0.412
H 1.359 0.993 -7.556
H -6.231 2.248 2.258
H 4.047 -2.864 1.668
H 4.096 -4.684 -0.018
H 0.576 -3.245 3.594
*
```

F_max = 0.0225 Eh/bohr
electronic energy = -81368.4827 eV
HOMO energy = -0.1771 hartree
energy above the lowest of the compared OMol25 structures with the same formula, charge and spin = 65.9 kJ/mol
Kohn-Sham gap = 6.90 eV

Entry 3:
Below is C48H39CuN6 as an isolated structure, with properties calculated with the ωB97M-V functional and the def2-TZVPD basis.

Structure (ORCA input):
```
! wB97M-V def2-TZVPD RIJCOSX def2/J DEFGRID3
* xyz 1 2
Cu -0.316 0.769 -0.179
N 0.675 2.467 -0.259
N 1.557 -3.639 3.155
N -2.017 1.556 -0.349
N 1.417 -0.142 0.214
N -1.018 -1.215 -0.291
N 0.224 -0.876 2.160
C -4.758 -1.007 -0.744
C -1.590 6.070 -1.477
C -7.387 -1.947 -0.876
C -6.800 -1.353 -1.985
C 7.085 2.853 -0.841
C 2.748 0.311 -0.102
C -2.645 7.979 -0.464
C 2.019 2.669 -0.206
C -2.279 2.922 -0.305
C -2.416 5.930 0.776
C 3.026 1.621 -0.260
C 6.753 2.030 0.225
C 1.181 -4.359 -0.479
C -1.791 5.331 -0.312
C 0.076 3.696 -0.218
C 3.201 -2.067 0.082
C 4.786 2.854 -1.553
C 0.127 -3.174 3.160
C 2.018 -4.558 -1.576
C 2.283 4.052 -0.108
C -2.838 7.251 0.701
C -5.495 -0.882 -1.917
C 1.464 -0.981 1.434
C 1.075 -6.766 -0.187
C -2.333 -1.389 -0.694
C -1.325 -3.349 -1.180
C 6.100 3.260 -1.732
C 1.066 4.696 -0.107
C -3.196 0.917 -0.415
C 0.073 -1.657 3.355
C -6.663 -2.072 0.302
C 3.618 -0.839 -0.268
C -1.330 3.913 -0.261
C -5.357 -1.606 0.364
C -4.269 1.877 -0.391
C -2.020 7.386 -1.554
C 0.713 -5.483 0.204
C 2.428 -3.319 1.947
C 1.924 -6.945 -1.271
C 0.822 -2.971 -0.021
C 4.440 2.029 -0.484
C -3.701 3.108 -0.333
C 5.438 1.620 0.400
C -2.506 -2.734 -1.232
C 2.390 -5.839 -1.967
C 1.907 -2.341 0.880
C -0.372 -2.460 -0.482
C -3.359 -0.486 -0.616
H 2.208 -7.943 -1.580
H 4.022 3.167 -2.255
H 4.587 -0.711 -0.735
H -8.405 -2.312 -0.933
H 3.258 4.506 -0.014
H 2.632 -4.267 1.457
H 0.882 5.757 -0.035
H 0.828 -1.362 4.098
H -7.361 -1.251 -2.906
H -3.320 7.710 1.555
H 3.365 -2.931 2.344
H 5.174 0.998 1.248
H -5.043 -0.413 -2.784
H -1.091 -4.338 -1.539
H -1.101 5.601 -2.322
H -0.898 -1.419 3.789
H -4.204 4.063 -0.328
H -0.366 -3.692 3.982
H -2.563 5.360 1.687
H 1.589 -4.647 3.304
H 1.994 -3.213 3.971
H 7.513 1.714 0.928
H -1.868 7.949 -2.466
H -3.430 -3.110 -1.643
H 6.353 3.903 -2.565
H -7.118 -2.526 1.173
H 2.260 -0.584 2.072
H -5.319 1.636 -0.427
H -4.790 -1.693 1.284
H -2.979 9.007 -0.522
H 0.019 -5.357 1.032
H -0.565 -1.006 1.530
H 3.041 -5.972 -2.822
H 3.813 -2.932 -0.150
H 2.365 -3.697 -2.135
H 1.202 -0.800 -0.541
H 0.687 -7.625 0.345
H -0.331 -3.462 2.217
H 8.108 3.182 -0.975
*
```

F_max = 0.0100 Eh/bohr
electronic energy = -103982.9913 eV
HOMO energy (alpha / beta) = -0.3206 / -0.3207 hartree
Kohn-Sham gap (alpha / beta) = 5.60 / 5.62 eV
expectation value of S² = 0.75

Entry 4:
Below is C48H39N9O5S2Sn as an isolated structure, with properties calculated with the ωB97M-V functional and the def2-TZVPD basis.

Structure (ORCA input):
```
! wB97M-V def2-TZVPD RIJCOSX def2/J DEFGRID3
* xyz -2 1
Sn 1.887 -0.996 0.004
S 3.985 -0.683 1.652
S 2.584 -3.425 0.336
O 2.424 2.197 6.861
O 2.614 -1.758 -2.793
O -3.723 0.792 -4.172
O 4.231 -3.538 -3.760
O 0.374 -0.767 1.909
N 2.324 2.203 0.967
N 0.403 -0.421 -2.932
N 2.317 1.987 4.598
N -0.591 1.095 -0.824
N 1.316 3.794 5.679
N -5.670 -1.634 0.475
N 0.727 -1.207 -4.007
N -5.004 -1.849 1.515
N -0.376 -2.376 -0.138
C -0.503 1.599 -2.059
C 1.812 -1.924 -3.765
C 2.945 3.359 0.766
C -0.122 0.710 -3.170
C -4.219 0.152 -3.070
C 3.554 -4.749 -5.647
C 5.797 -2.460 2.645
C 3.308 -3.748 -4.700
C 1.196 -3.312 -5.774
C -4.285 0.108 -0.667
C 2.629 -5.024 -6.635
C -3.440 4.723 2.620
C 4.646 -2.297 1.864
C -3.086 -1.298 2.756
C -1.747 -0.982 2.924
C 2.073 1.832 2.214
C -5.486 -1.532 -1.925
C -2.679 -2.270 0.582
C 2.109 -3.006 -4.769
C -0.842 1.930 0.175
C 5.872 -4.808 2.181
C -0.815 -1.194 1.882
C -2.043 -3.527 -1.370
C -0.717 -3.119 -1.161
C -3.863 0.697 -1.837
C 2.471 2.576 3.319
C -1.658 3.186 3.528
C -3.014 -3.107 -0.503
C -0.508 2.935 4.260
C 3.074 3.806 3.111
C 1.438 -4.309 -6.706
C -0.722 2.954 -2.320
C 0.172 3.986 4.866
C -2.169 4.470 3.385
C -0.990 3.811 -1.270
C 3.304 4.207 1.803
C -1.472 5.514 3.987
C 4.724 -4.672 1.420
C 4.080 -3.439 1.259
C 6.410 -3.690 2.808
C -3.832 0.121 -5.404
C -3.606 -1.817 1.577
C -5.093 -1.035 -0.695
C -1.041 3.296 0.016
C -0.314 5.281 4.710
C -5.038 -0.967 -3.116
C 2.052 2.615 5.778
C -1.314 -1.960 0.732
H 2.836 -5.809 -7.355
H -1.143 4.870 -1.448
H 0.074 -3.417 -1.837
H -5.332 -1.411 -4.057
H -3.962 0.520 0.281
H 6.212 -1.579 3.122
H 3.151 3.620 -0.267
H -3.356 5.612 1.994
H 3.387 4.415 3.949
H -3.383 -0.876 -5.353
H -3.289 0.722 -6.130
H 3.794 5.150 1.596
H -3.210 1.559 -1.819
H -0.251 1.075 -4.194
H -6.135 -2.400 -1.948
H -2.170 2.351 3.063
H -1.209 3.930 0.876
H -4.039 -3.430 -0.636
H 0.227 6.107 5.156
H 6.345 -5.779 2.279
H 4.296 -5.536 0.926
H -3.802 -1.076 3.541
H 1.570 0.880 2.353
H -1.835 6.530 3.880
H 1.296 4.269 6.567
H -3.686 3.880 1.974
H -1.386 -0.525 3.836
H 2.665 1.043 4.694
H 0.282 -2.732 -5.801
H -2.281 -4.171 -2.207
H 0.707 -4.528 -7.475
H -0.147 1.921 4.357
H 3.818 -2.847 -3.140
H -0.876 1.482 1.165
H 7.303 -3.774 3.418
H 4.480 -5.304 -5.568
H -4.284 4.876 3.298
H -0.658 3.317 -3.339
H -4.876 0.028 -5.725
*
```

F_max = 0.0134 Eh/bohr
electronic energy = -101562.7341 eV
HOMO energy = -0.0644 hartree
energy above the lowest of the compared OMol25 structures with the same formula, charge and spin = 0.0 kJ/mol
Kohn-Sham gap = 5.46 eV

Entry 5:
Below is C48H40CdN6PSe3Te as an isolated structure at a distorted geometry, with properties calculated with the ωB97M-V functional and the def2-TZVPD basis.

Structure (ORCA input):
```
! wB97M-V def2-TZVPD RIJCOSX def2/J DEFGRID3
* xyz -1 1
Te -4.076 -1.262 3.226
Cd -0.930 -0.904 -0.074
Se -2.201 -2.167 1.703
Se -2.440 0.968 0.698
Se -4.156 1.183 2.335
P -0.501 2.064 0.198
N -1.425 0.206 -1.850
N -1.081 1.566 2.942
N 0.893 0.006 -0.512
N -0.324 -0.228 1.908
N 2.363 1.558 -0.009
N -1.814 2.320 -2.332
C 1.445 -4.122 -1.377
C 1.358 -2.816 -0.891
C -3.559 -3.372 -4.756
C 3.378 -2.229 -2.066
C 0.645 -4.343 4.733
C -0.662 1.019 5.361
C 7.361 0.181 -0.379
C -0.086 -4.191 3.557
C -3.763 3.330 -7.011
C -1.616 2.891 3.161
C -4.207 -2.175 -5.053
C 3.111 0.459 -0.418
C -2.845 2.184 -4.625
C -0.389 -2.913 3.088
C -1.365 1.439 -1.355
C 1.045 1.243 -0.159
C 2.503 -4.483 -2.207
C -0.340 -0.466 3.256
C -0.497 1.607 8.094
C 1.079 -3.217 5.430
C -4.451 3.555 -5.818
C 0.774 -1.936 4.959
C 6.731 1.070 -1.250
C -2.625 -0.947 -3.667
C 4.568 0.390 -0.390
C -0.692 0.687 3.942
C 0.023 -1.768 3.790
C -1.489 0.748 7.620
C -2.623 2.529 -7.018
C 5.208 -0.500 0.480
C -2.449 -3.367 -3.916
C 6.600 -0.604 0.485
C -1.572 0.452 6.257
C -2.340 1.591 -3.389
C -1.987 -2.163 -3.376
C -3.748 -0.973 -4.506
C 5.338 1.175 -1.256
C -0.778 1.005 1.711
C 2.894 2.787 0.524
C 2.149 -0.494 -0.735
C -1.666 3.759 -2.294
C 3.469 -3.537 -2.552
C 0.416 2.174 7.207
C 0.334 1.881 5.846
C 2.325 -1.855 -1.222
C -2.165 1.959 -5.829
C -2.160 0.269 -3.007
C -3.996 2.982 -4.628
H -4.120 3.773 -7.937
H -0.650 4.011 -1.982
H 1.199 2.830 7.577
H -1.275 1.332 -5.844
H 1.069 2.305 5.165
H -0.953 -2.801 2.162
H -5.344 4.173 -5.816
H 2.112 3.339 1.050
H -0.784 3.601 3.170
H -2.335 -0.236 5.900
H 1.663 -3.333 6.339
H 4.287 -3.812 -3.211
H 0.885 -5.338 5.098
H 8.444 0.092 -0.382
H -1.946 -4.296 -3.664
H -3.925 -4.307 -5.169
H -1.822 4.193 -3.283
H -4.547 3.154 -3.707
H -0.429 1.824 9.157
H 4.621 -1.130 1.146
H -1.130 -2.174 -2.702
H 1.145 -1.077 5.510
H 7.087 -1.307 1.156
H 3.695 2.555 1.232
H 3.276 3.385 -0.306
H -2.324 3.133 2.364
H -2.150 2.922 4.114
H 7.324 1.672 -1.934
H 4.124 -1.505 -2.378
H -4.304 -0.067 -4.725
H -2.089 2.345 -7.946
H -2.321 -1.658 -0.836
H -0.418 -5.063 3.000
H 0.516 -2.531 -0.259
H 2.569 -5.495 -2.595
H -2.193 0.296 8.314
H 4.857 1.850 -1.959
H -5.082 -2.175 -5.697
H 0.679 -4.846 -1.114
H -2.401 4.160 -1.592
*
```

F_max = 0.1934 Eh/bohr
electronic energy = -276542.6308 eV
HOMO energy (alpha / beta) = -0.0633 / -0.0774 hartree
energy above the lowest of the compared OMol25 structures with the same formula, charge and spin = 266.4 kJ/mol
Kohn-Sham gap (alpha / beta) = 3.78 / 4.16 eV